DFT (ωB97M-V/def2-TZVPD) results for one molecule with the formula C7H13Cl at a distorted geometry.

Geometry as ORCA input:
```
! wB97M-V def2-TZVPD RIJCOSX def2/J DEFGRID3
* xyz 0 1
C 1.118 1.981 -0.348
C -0.092 0.903 -0.475
C -0.919 0.668 0.901
C -0.990 -0.885 0.462
C -1.915 -1.357 -0.707
C 0.378 -0.622 -0.256
C 1.596 -0.899 0.658
Cl 3.058 -0.801 -0.184
H 0.867 2.980 -0.987
H 1.531 2.391 0.714
H 2.203 1.543 -0.712
H -0.722 1.247 -1.347
H -0.386 0.573 1.883
H -1.941 1.345 1.176
H -1.010 -1.575 1.263
H -1.395 -0.726 -1.709
H -1.618 -2.328 -0.879
H -3.239 -1.310 -0.704
H 0.555 -1.033 -1.183
H 1.361 -1.899 0.822
H 1.559 -0.196 1.613
*
```

Computed properties:
SMILES: C[C@@H]1C[C@@H](C)C1CCl
maximum force: 4.92 eV Å⁻¹
ΔE to the lowest compared entry with this formula, charge and spin: 99.84 kcal/mol